Entry from OMol25: 2 unconnected molecules or ions with the total composition CH4N2O2 in a non-equilibrium geometry (ωB97M-V/def2-TZVPD).

The calculation puts the maximum force at 5.2 eV/Å. The value obtained for the HOMO energy (spin up / spin down) is -0.39885 / -0.38104 hartree. Its gap between HOMO and LUMO (spin up / spin down) is 9.37 / 9.25 eV.

The geometry in ORCA input format:
```
! RIJCOSX wB97M-V def2-TZVPD def2/J DEFGRID3
* xyz 0 1
O 0.540 1.338 -1.714
O 1.676 0.218 -0.264
N 0.674 0.457 -0.893
N -0.441 0.287 1.584
C -0.437 -0.432 -0.606
H -1.309 -0.017 -1.140
H -0.286 -1.434 -0.674
H 0.566 0.116 1.822
H -0.982 -0.533 1.886
*
```